Entry 1:
Molecular formula: C39H46N5NiO3Te
Method: DFT, wB97M-V/def2-TZVPD

XYZ file:
```
95
C39H46N5NiO3Te, DFT wB97M-V/def2-TZVPD
Ni -0.05 -1.13 1.24
C 1.78 4.91 -1.60
C 1.08 3.68 -1.10
C -0.27 3.64 -0.71
C -0.90 2.55 -0.18
C -2.25 2.76 0.42
O -2.55 2.30 1.51
C -3.22 3.66 -0.31
C -4.08 4.44 0.47
C -5.01 5.26 -0.19
C -5.09 5.25 -1.58
C -4.22 4.50 -2.35
C -3.28 3.71 -1.71
C -0.19 1.32 -0.03
O -0.89 0.30 0.38
C 1.23 1.36 -0.28
C 1.79 2.53 -0.80
C 2.16 0.27 -0.04
N 1.83 -0.78 0.63
C 2.75 -1.83 0.91
C 3.38 -2.53 -0.32
Te 1.92 -3.47 -1.56
C 1.51 -1.92 -2.90
C 0.60 -0.96 -2.54
C 0.31 0.07 -3.40
C 0.89 0.11 -4.67
C 1.75 -0.91 -5.04
C 2.10 -1.90 -4.16
C 3.54 0.41 -0.52
C 3.73 0.40 -1.89
C 5.05 0.39 -2.37
C 6.12 0.44 -1.51
C 5.88 0.50 -0.13
C 4.61 0.50 0.37
H 1.58 5.14 -2.67
H 2.86 4.79 -1.44
H 1.46 5.80 -1.05
H -0.79 4.56 -0.79
H -4.06 4.36 1.57
H -5.64 5.90 0.36
H -5.79 5.89 -2.08
H -4.24 4.51 -3.42
H -2.65 3.11 -2.30
H 2.86 2.55 -1.02
H 2.22 -2.61 1.46
H 3.58 -1.48 1.54
H 3.96 -3.37 0.07
H 4.00 -1.92 -0.96
H 0.11 -1.01 -1.59
H -0.36 0.84 -3.05
H 0.67 0.91 -5.36
H 2.21 -0.95 -6.03
H 2.83 -2.66 -4.41
H 2.90 0.39 -2.58
H 5.22 0.41 -3.43
H 7.11 0.47 -1.88
H 6.73 0.58 0.56
H 4.46 0.53 1.44
C -1.98 0.13 3.82
C -0.79 -0.78 4.08
O 0.32 -0.60 3.16
C 0.84 0.79 3.19
C 2.31 0.72 3.51
H -2.80 -0.16 4.51
H -2.33 0.04 2.81
H -1.79 1.16 4.02
H -1.03 -1.84 3.99
H -0.35 -0.61 5.08
H 0.33 1.34 3.97
H 0.69 1.28 2.24
H 2.51 0.36 4.50
H 2.76 1.71 3.38
H 2.81 0.05 2.82
C -1.05 -3.73 1.70
N -1.85 -4.89 1.33
C -1.98 -4.97 -0.10
N -2.64 -3.74 -0.64
C -1.80 -2.62 -0.31
N -1.60 -2.45 1.19
C -2.98 -2.33 1.73
N -3.81 -3.47 1.42
C -3.20 -4.71 1.90
C -3.96 -3.55 -0.03
H -0.04 -3.77 1.31
H -0.99 -3.71 2.79
H -2.55 -5.89 -0.40
H -0.99 -5.05 -0.56
H -2.25 -1.70 -0.65
H -0.81 -2.78 -0.71
H -3.40 -1.43 1.30
H -2.89 -2.15 2.81
H -3.84 -5.53 1.58
H -3.12 -4.64 2.97
H -4.41 -2.64 -0.41
H -4.59 -4.42 -0.29
```

2S+1   3
Net charge   +1
Relative energy (zero: lowest compared OMol25 entry of this formula, charge and spin)   0.166 eV
Max |F|   1.63 eV Å⁻¹
M   819.122 g mol⁻¹
LUMO level (spin up / spin down)   -2.617 / -2.864 eV


Entry 2:
Molecular formula: C39H46OP2W
Method: DFT, wB97M-V/def2-TZVPD

XYZ file:
```
89
C39H46OP2W, DFT wB97M-V/def2-TZVPD
W -1.98 -1.53 0.61
C -2.29 -1.84 2.85
C -1.20 -0.98 2.56
C 0.23 -1.43 2.56
C 0.73 -2.12 1.24
C -0.26 -2.75 0.30
C -1.32 -3.62 0.70
C -1.43 -4.19 2.09
C -2.20 -3.33 3.11
C -2.05 -0.10 -0.81
H -3.24 -1.36 3.13
H -1.39 0.11 2.53
H 0.44 -2.07 3.43
H 0.88 -0.54 2.70
H 1.28 -1.37 0.67
H 1.49 -2.86 1.55
H -0.02 -2.75 -0.77
H -1.87 -4.13 -0.10
H -0.44 -4.45 2.50
H -1.96 -5.16 2.01
H -3.23 -3.72 3.16
H -1.78 -3.51 4.11
H -2.34 -0.60 -1.77
H -1.05 0.37 -0.91
H -2.84 0.64 -0.52
P 1.45 2.25 0.19
P 1.92 0.38 -1.70
C 2.70 1.07 0.73
C 2.96 0.13 -0.25
C 2.32 3.88 0.15
C 3.62 4.10 0.65
C 4.24 5.35 0.52
C 3.56 6.41 -0.09
C 2.25 6.23 -0.55
C 1.65 4.97 -0.44
C 0.21 2.55 1.51
C -1.15 2.41 1.18
C -2.11 2.49 2.18
C -1.78 3.10 3.40
C -0.45 3.46 3.66
C 0.56 3.08 2.76
C 3.18 1.06 -2.95
C 3.63 2.39 -2.87
C 4.59 2.89 -3.76
C 5.10 2.05 -4.76
C 4.72 0.71 -4.81
C 3.80 0.21 -3.88
C 1.67 -1.27 -2.43
C 0.82 -1.36 -3.56
C 0.58 -2.59 -4.15
C 1.20 -3.74 -3.64
C 2.16 -3.64 -2.63
C 2.41 -2.40 -2.03
H 3.21 1.20 1.68
H 3.78 -0.59 -0.26
H 4.16 3.29 1.14
H 5.26 5.49 0.89
H 4.05 7.38 -0.21
H 1.70 7.06 -1.00
H 0.64 4.83 -0.82
H -1.42 2.23 0.13
H -3.11 2.10 2.00
H -2.56 3.30 4.13
H -0.19 4.03 4.56
H 1.61 3.23 3.02
H 3.21 3.06 -2.11
H 4.94 3.92 -3.67
H 5.82 2.44 -5.48
H 5.12 0.04 -5.57
H 3.55 -0.85 -3.91
H 0.35 -0.45 -3.95
H -0.09 -2.66 -5.01
H 0.95 -4.72 -4.06
H 2.71 -4.52 -2.30
H 3.18 -2.31 -1.27
C -5.84 -2.73 2.17
C -5.20 -1.82 1.07
C -4.02 -2.53 0.37
C -6.29 -1.48 0.05
O -4.64 -0.71 1.58
H -6.22 -3.66 1.75
H -6.67 -2.18 2.63
H -5.12 -2.98 2.97
H -4.26 -3.46 -0.14
H -3.61 -1.81 -0.40
H -3.30 -2.83 1.20
H -7.09 -0.94 0.56
H -5.87 -0.86 -0.75
H -6.71 -2.39 -0.41
```

2S+1   3
Net charge   +2
Max |F|   4.35 eV Å⁻¹
M   776.584 g mol⁻¹
LUMO level (spin up / spin down)   -6.340 / -7.611 eV


no.,electronic energy (a.u.)
1,-3789.33088
2,-2337.87406